1.
DFT (wB97M-V/def2-TZVPD) results for a cluster of 7 separate species, C13H30BCl12FO2PS2 in total at a distorted geometry.

total charge	+1
gap between HOMO and LUMO	4.700	eV
E	-202677.0469	eV

Each line ends with the Mulliken charge.
Positions of all 62 atoms, in Å:
C 3.15172 -0.32305 -1.08185  -0.449
O 2.66587 -1.09372 0.07037  -0.238
B 3.47583 -0.88268 1.28331  0.615
O 3.30494 -1.89857 2.37984  -0.343
S 4.71845 0.48360 1.60049  0.374
F 6.10783 0.06402 0.62719  -0.232
P 4.06024 2.40359 0.90910  0.323
S 4.16465 3.67324 2.42677  -0.236
H 4.31370 -0.23936 -1.17334  0.370
H 2.71167 -0.80162 -2.08134  0.266
H 2.63032 0.74724 -1.00527  -0.005
H 2.66737 -1.53103 3.07839  0.336
H 5.07310 2.86179 -0.05171  0.214
H 2.72326 2.44030 0.37321  -0.070
Cl 0.58146 2.59720 -1.24072  -0.212
C -0.46731 3.35494 -0.01627  -0.234
C 0.00831 4.74811 0.36351  -0.354
Cl 1.53968 4.71126 1.27258  -0.174
H -0.50784 2.69143 0.85331  0.035
H -1.47049 3.40954 -0.44929  0.310
H -0.73139 5.23001 1.00977  0.377
H 0.15212 5.37982 -0.51866  0.276
Cl -1.77613 1.15768 2.90629  -0.190
C -3.42169 0.51715 2.67130  -0.231
C -3.86402 0.59114 1.21863  -0.601
Cl -4.12353 2.26885 0.67939  -0.204
H -4.09889 1.07225 3.32805  0.370
H -3.40549 -0.52537 3.00256  0.212
H -4.81663 0.06786 1.09311  0.417
H -3.13137 0.12884 0.54970  0.219
Cl -2.47700 2.77370 -5.21012  -0.182
C -3.52577 3.53144 -3.98567  -0.351
C -3.05015 4.92460 -3.60589  -0.508
Cl -1.51878 4.88776 -2.69682  -0.155
H -3.56630 2.86792 -3.11609  0.223
H -4.52895 3.58604 -4.41869  0.330
H -3.78985 5.40651 -2.95963  0.298
H -2.90634 5.55632 -4.48806  0.358
Cl -2.18373 -3.50985 -1.20157  -0.149
C -1.59111 -2.98224 0.39336  -0.383
C -2.60379 -3.24361 1.49679  -0.457
Cl -4.03712 -2.19546 1.35605  -0.193
H -1.33339 -1.92063 0.32543  0.174
H -0.67277 -3.54306 0.59083  0.349
H -2.15352 -3.03412 2.47168  0.289
H -2.94260 -4.28436 1.49527  0.400
Cl 6.08947 -3.18564 7.07183  -0.174
C 5.67222 -3.23895 5.34081  -0.328
C 4.26922 -3.77510 5.10518  -0.145
Cl 4.13844 -5.50913 5.49101  -0.173
H 6.42674 -3.84406 4.82836  0.363
H 5.74653 -2.21387 4.96593  0.138
H 4.00165 -3.66501 4.05004  0.003
H 3.52617 -3.23728 5.70233  0.334
Cl -3.15892 -0.97832 -5.13312  -0.138
C -3.10440 -2.75882 -5.11795  -0.379
C -1.73212 -3.29393 -5.49458  -0.379
Cl -1.34468 -3.00413 -7.20887  -0.182
H -3.88116 -3.12788 -5.79508  0.344
H -3.36080 -3.07437 -4.10230  0.159
H -1.70086 -4.37690 -5.34217  0.308
H -0.94204 -2.84203 -4.88670  0.268

Cartesian forces (eV/Å) of the 2 atoms listed first:
C -1.081 1.436 -2.027
O 4.151 1.597 3.178

=====

2.
DFT (wB97M-V/def2-TZVPD) results for a cluster of 2 separate species, C3H5N2 in total at a distorted geometry.

total charge	+1
gap between HOMO and LUMO	8.622	eV
E	-6159.7884	eV
energy relative to the best compared isomer or geometry (same formula, charge and spin)	588.96	kJ/mol

Each line ends with the Mulliken charge.
Positions of all 10 atoms, in Å:
C -2.88791 0.32533 -0.46279  -0.171
C -1.66750 0.24792 0.26574  -0.049
C 1.25998 -0.35508 -0.01223  0.051
N -2.92514 -0.04367 0.75478  -0.189
N 2.42363 0.06796 0.19730  -0.207
H -3.45485 0.24349 -1.29928  0.350
H 0.50666 0.16473 -0.34309  0.270
H 0.88603 -1.36244 0.15377  0.309
H 3.29210 -0.39796 0.53729  0.302
H 2.56702 1.10973 0.20851  0.332

Cartesian forces (eV/Å) of the 2 atoms listed first:
C 3.236 -0.598 1.444
C -1.364 0.337 -0.749

=====

3.
DFT (wB97M-V/def2-TZVPD) results for the molecule C19H18F3N3O3 at a distorted geometry.

gap between HOMO and LUMO	8.269	eV
E	-38760.6607	eV
SMILES	Cc1cc(C)cc(OCC(=O)N2N=C(c3cccnc3)C[C@@]2(O)C(F)(F)F)c1
energy relative to the best compared isomer or geometry (same formula, charge and spin)	21.64	kJ/mol

Each line ends with the Mulliken charge.
Positions of all 46 atoms, in Å:
C 3.56479 0.33519 -2.21342  -1.673
C 2.95490 -0.37847 -1.04489  0.440
C 2.73356 -1.74566 -1.10769  -0.403
C 2.13900 -2.42402 -0.05141  0.812
C 1.93116 -3.90617 -0.12727  -1.591
C 1.75399 -1.71136 1.07071  -0.725
C 1.96940 -0.33798 1.15117  0.597
O 1.59354 0.23336 2.33928  -0.498
C 1.35012 1.61427 2.44398  -0.465
C -0.11726 1.83306 2.78234  0.790
O -0.52270 2.37095 3.79194  -0.666
N -0.98465 1.35744 1.84322  0.433
N -0.62912 1.01336 0.58466  -0.652
C -1.67046 0.84243 -0.14072  0.275
C -1.59814 0.48521 -1.53789  0.566
C -2.73122 0.44330 -2.35350  -0.771
C -2.58033 0.10554 -3.68653  -0.483
C -1.30596 -0.17399 -4.15975  -0.446
N -0.22513 -0.14383 -3.39501  -0.465
C -0.36456 0.17005 -2.12522  0.345
C -2.96336 1.08748 0.60936  -1.062
C -2.45370 1.36307 2.03163  0.351
O -2.92875 2.54466 2.54797  -0.685
C -2.81184 0.16966 2.95888  0.600
F -4.13576 -0.04512 2.97330  -0.287
F -2.24576 -0.96817 2.52834  -0.265
F -2.43472 0.35035 4.22231  -0.243
C 2.57852 0.32366 0.09431  -0.251
H 3.85939 1.34736 -1.94794  0.348
H 4.43922 -0.20102 -2.57636  0.429
H 2.84179 0.38681 -3.02772  0.294
H 3.02579 -2.28892 -1.99415  0.430
H 1.23490 -4.24101 0.63676  0.364
H 1.54855 -4.19050 -1.10543  0.380
H 2.87934 -4.42254 0.02347  0.320
H 1.28405 -2.20298 1.90788  0.450
H 1.57425 2.15382 1.51988  0.160
H 1.94983 2.01706 3.26728  0.397
H -3.70800 0.67635 -1.95610  0.427
H -3.43300 0.06403 -4.34602  0.413
H -1.13820 -0.43461 -5.19615  0.375
H 0.53070 0.17207 -1.52154  0.091
H -3.63601 0.23178 0.56709  0.362
H -3.48346 1.97183 0.23672  0.485
H -2.41041 2.76731 3.34790  0.502
H 2.77569 1.38486 0.13433  0.197

Cartesian forces (eV/Å) of the 2 atoms listed first:
C -0.044 0.007 -0.007
C 0.036 -0.139 0.093

=====

| no. | highest occupied orbital energy (hartree) |
| --- | --- |
| 1 | -0.4478 |
| 2 | -0.5123 |
| 3 | -0.3089 |